{"formula": "C3H4DyO3", "method": "the ωB97M-V functional and the def2-TZVPD basis", "charge": 1, "energy_ha": -1227.0360, "homo_ev": [-13.0, -11.8], "molar_mass_g_mol": 250.56, "e_above_lowest_kj_mol": 208.7, "multiplicity": 6, "largest_force_ha_per_bohr": 0.086, "symbols": ["H", "O", "O", "C", "C", "O", "C", "H", "H", "H", "Dy"], "positions_angstrom": [[-2.07, -1.90, 1.01], [1.70, 1.42, -0.54], [-0.54, -2.04, -0.32], [-1.61, -1.49, 0.09], [-0.97, 1.13, 0.53], [0.14, 1.60, 1.30], [0.66, 0.95, 0.14], [-2.27, -1.08, -0.69], [-1.83, 1.08, 1.21], [-1.37, 1.66, -0.35], [1.55, -1.12, -0.78]]}

***

{"formula": "C3H4EuO3", "method": "the ωB97M-V functional and the def2-TZVPD basis", "energy_ha": -1052.6244, "homo_ev": [-5.7, -5.7], "molar_mass_g_mol": 240.03, "e_above_lowest_kj_mol": 282.5, "multiplicity": 8, "largest_force_ha_per_bohr": 0.034, "symbols": ["C", "C", "H", "H", "H", "O", "C", "O", "O", "Eu", "H"], "positions_angstrom": [[-1.37, -1.19, -0.02], [-0.08, -1.05, 0.77], [-2.11, -0.38, 0.12], [-0.09, -1.33, 1.83], [-1.79, -2.19, 0.17], [1.03, 0.70, -1.35], [0.88, 1.15, -0.20], [0.51, 0.47, 0.81], [1.18, 2.40, 0.09], [0.51, -1.48, -1.51], [1.32, 2.91, -0.72]]}

***

{"formula": "C3H4F2IN", "method": "the ωB97M-V functional and the def2-TZVPD basis", "energy_ha": -668.7646, "homo_ev": -8.8, "molar_mass_g_mol": 218.97, "e_above_lowest_kj_mol": 303.9, "largest_force_ha_per_bohr": 0.056, "symbols": ["C", "C", "C", "N", "F", "F", "I", "H", "H", "H", "H"], "positions_angstrom": [[-1.00, -0.99, 0.25], [-1.84, 0.14, 0.51], [2.44, 1.07, 0.01], [-0.42, -1.88, -0.21], [2.12, 1.91, -0.97], [1.28, 0.97, 0.75], [2.38, -1.09, -1.52], [-2.42, -0.07, 1.35], [-1.10, 0.92, 0.83], [-2.43, 0.43, -0.31], [1.00, -1.42, -0.71]]}

***

{"formula": "C3H4F2N2", "method": "the ωB97M-V functional and the def2-TZVPD basis", "energy_ha": -425.7532, "homo_ev": -10.1, "molar_mass_g_mol": 106.07, "e_above_lowest_kj_mol": 460.4, "smiles": "C[C@@H](C#N)N(F)F", "largest_force_ha_per_bohr": 0.113, "symbols": ["C", "C", "C", "N", "N", "F", "F", "H", "H", "H", "H"], "positions_angstrom": [[1.20, -0.43, -0.26], [0.08, 0.27, 0.34], [-0.29, 1.69, -0.01], [-0.60, 2.78, -0.09], [-1.29, -0.69, -0.35], [-1.01, -1.92, -0.12], [-2.40, -0.49, 0.36], [2.03, 0.30, -0.02], [0.92, -0.48, -1.33], [1.42, -1.36, 0.13], [-0.04, 0.32, 1.36]]}

***

{"formula": "C3H4F2O", "method": "the ωB97M-V functional and the def2-TZVPD basis", "energy_ha": -391.6640, "homo_ev": -10.6, "molar_mass_g_mol": 94.06, "e_above_lowest_kj_mol": 23.1, "smiles": "CC(F)(F)C=O", "largest_force_ha_per_bohr": 0.055, "symbols": ["C", "C", "F", "F", "C", "O", "H", "H", "H", "H"], "positions_angstrom": [[-1.02, 0.55, 0.14], [0.03, -0.52, 0.18], [-0.38, -1.62, -0.63], [0.24, -0.97, 1.38], [1.35, -0.10, -0.41], [2.35, -0.29, 0.20], [-0.56, 1.42, 0.58], [-1.39, 0.78, -0.89], [-1.88, 0.31, 0.80], [1.26, 0.44, -1.35]]}

***

{"formula": "C3H4F2O", "method": "the ωB97M-V functional and the def2-TZVPD basis", "energy_ha": -391.5674, "homo_ev": -8.2, "molar_mass_g_mol": 94.06, "e_above_lowest_kj_mol": 276.6, "largest_force_ha_per_bohr": 0.079, "symbols": ["C", "C", "C", "O", "F", "F", "H", "H", "H", "H"], "positions_angstrom": [[-0.55, -0.74, 0.22], [0.39, -0.51, -0.89], [-0.26, 0.73, 0.46], [0.67, 1.12, 1.38], [-0.20, -0.53, -2.07], [-1.11, 1.74, 0.06], [-1.47, -1.30, -0.20], [-0.24, -1.43, 1.04], [1.42, -0.73, -0.94], [1.35, 1.65, 0.95]]}

***

{"formula": "C3H4F2S", "method": "the ωB97M-V functional and the def2-TZVPD basis", "energy_ha": -714.5452, "homo_ev": -9.5, "molar_mass_g_mol": 110.13, "e_above_lowest_kj_mol": 164.6, "smiles": "FC1(F)C[C@H]1S", "largest_force_ha_per_bohr": 0.106, "symbols": ["F", "C", "F", "C", "C", "S", "H", "H", "H", "H"], "positions_angstrom": [[0.55, 1.33, -1.50], [0.15, 0.66, -0.36], [-0.43, 1.52, 0.34], [1.16, -0.12, 0.43], [-0.20, -0.74, -0.15], [-1.82, -0.81, 0.73], [1.17, 0.15, 1.53], [2.05, -0.52, 0.17], [-0.09, -1.49, -1.02], [-2.54, 0.03, -0.18]]}

***

{"formula": "C3H4F2S", "method": "the ωB97M-V functional and the def2-TZVPD basis", "energy_ha": -714.4436, "homo_ev": [-6.9, -10.7], "molar_mass_g_mol": 110.13, "e_above_lowest_kj_mol": 43.4, "multiplicity": 3, "largest_force_ha_per_bohr": 0.056, "symbols": ["C", "C", "C", "F", "F", "S", "H", "H", "H", "H"], "positions_angstrom": [[0.83, -0.69, -1.49], [-0.09, 0.67, 1.01], [-0.78, -0.12, 0.01], [-1.73, 0.59, -0.71], [-1.39, -1.25, 0.53], [2.13, -1.03, -0.66], [0.50, -0.70, -2.51], [-0.57, 0.64, 2.11], [0.17, 1.67, 0.56], [0.91, 0.22, 1.15]]}

***

{"formula": "C3H4F2Si", "method": "the ωB97M-V functional and the def2-TZVPD basis", "energy_ha": -605.8858, "homo_ev": -9.8, "molar_mass_g_mol": 106.15, "e_above_lowest_kj_mol": 358.2, "largest_force_ha_per_bohr": 0.122, "symbols": ["C", "C", "C", "F", "F", "Si", "H", "H", "H", "H"], "positions_angstrom": [[-3.02, 0.73, 1.80], [-2.26, 0.62, 0.90], [1.00, -0.20, -0.95], [-0.30, 1.85, -2.02], [-1.62, -0.14, -2.61], [-0.68, 0.39, -1.42], [-3.46, 0.74, 2.85], [0.97, -0.82, -0.07], [1.56, -0.39, -1.86], [1.47, 0.73, -0.60]]}

***

{"formula": "C3H4F3N4O", "method": "the ωB97M-V functional and the def2-TZVPD basis", "charge": 1, "energy_ha": -710.2975, "homo_ev": -15.7, "molar_mass_g_mol": 169.09, "e_above_lowest_kj_mol": 0.0, "smiles": "N/C(NC(F)(F)F)=[NH+]\\N=C=O", "largest_force_ha_per_bohr": 0.018, "symbols": ["N", "C", "N", "C", "F", "F", "F", "N", "N", "C", "O", "H", "H", "H", "H"], "positions_angstrom": [[-1.21, 0.37, -0.44], [0.00, -0.18, -0.14], [1.19, 0.49, 0.02], [1.16, 1.93, 0.02], [0.75, 2.43, -1.16], [2.39, 2.36, 0.27], [0.31, 2.34, 0.97], [0.07, -1.47, 0.01], [-0.99, -2.33, -0.27], [-1.62, -2.76, 0.71], [-2.24, -3.24, 1.53], [-1.25, 0.71, -1.40], [-1.47, 1.12, 0.20], [1.95, 0.14, -0.55], [0.95, -1.91, 0.25]]}